C15H27HgN4O6Rb as an isolated structure at a distorted geometry, computed with the ωB97M-V functional and the def2-TZVPD basis.

```
54
Properties=species:S:1:pos:R:3:forces:R:3:mulliken_spin:R:1
Hg 0.277 -0.701 3.731 -0.35 -0.46 -0.24 0.9256
Rb 3.808 -0.655 2.088 -0.26 0.08 -0.18 0.0199
O 0.946 -0.536 1.662 0.94 0.01 -0.78 0.0854
H 0.555 -0.293 0.800 -0.30 -0.26 1.10 0.0141
C -3.464 2.020 0.995 0.39 -0.28 1.48 0.0019
O -4.321 2.384 1.793 0.69 -0.14 -0.96 0.0000
N -3.563 1.878 -0.323 -1.11 1.15 -1.98 0.0002
C -2.533 1.325 -1.209 -0.20 -0.27 0.80 0.0008
C -4.873 2.240 -0.913 -0.02 0.00 0.53 0.0000
H -2.457 1.712 1.316 0.24 -0.01 0.38 -0.0023
H -2.915 0.480 -1.782 -0.26 0.00 0.05 0.0000
H -1.737 0.925 -0.582 0.13 0.08 0.04 -0.0005
H -2.101 2.021 -1.928 -0.20 0.36 0.17 0.0000
H -5.412 2.976 -0.317 0.33 -0.32 0.65 0.0000
H -4.829 2.785 -1.856 0.48 -0.83 -0.41 0.0000
H -5.446 1.313 -0.885 -0.39 0.25 -0.73 0.0000
C -0.282 2.782 3.690 -0.18 0.63 -2.00 -0.0003
O 0.081 1.612 3.859 -0.28 1.29 0.13 -0.0442
N -0.187 3.474 2.509 -0.15 -0.01 1.28 0.0034
C 0.379 2.925 1.277 0.14 0.21 1.23 -0.0001
C -0.240 4.959 2.575 -0.09 -0.71 0.40 -0.0001
H -0.802 3.416 4.426 0.31 -0.46 0.37 -0.0001
H 1.377 3.352 1.185 0.07 0.09 -0.50 -0.0013
H -0.284 3.234 0.469 0.26 -0.27 -0.21 -0.0003
H 0.501 1.849 1.401 -0.29 0.00 -0.20 -0.0045
H 0.737 5.314 2.904 0.05 0.26 -0.32 0.0000
H -0.528 5.387 1.615 0.13 -0.17 0.05 0.0002
H -0.965 5.285 3.322 -0.08 -0.14 -0.06 0.0000
C 4.225 1.278 -2.271 0.76 1.49 2.52 -0.0002
O 4.751 2.009 -1.410 -0.43 -1.30 -1.42 0.0001
N 2.951 0.870 -2.173 -0.95 0.10 0.53 0.0007
C 2.315 0.233 -3.259 0.33 -1.31 -1.04 -0.0003
C 2.015 1.240 -1.106 1.07 1.26 -0.18 0.0041
H 4.756 0.838 -3.129 -0.01 0.31 0.00 -0.0001
H 1.604 0.844 -3.817 -0.42 0.05 0.45 0.0000
H 1.917 -0.689 -2.836 -0.67 -0.10 -0.68 0.0002
H 3.055 -0.037 -4.013 0.11 -0.18 0.06 0.0000
H 1.432 2.091 -1.457 -0.20 0.12 0.05 0.0002
H 1.304 0.474 -0.797 0.45 -0.40 -0.42 0.0095
H 2.595 1.602 -0.256 -0.06 -0.11 0.04 -0.0017
C 0.979 -3.541 0.098 -0.41 -0.89 0.69 -0.0245
C -0.322 -3.974 0.410 0.06 -0.67 -0.84 0.0025
C -0.775 -5.230 -0.019 -0.07 0.76 0.04 0.0030
C 0.102 -6.081 -0.692 -0.25 0.39 1.07 -0.0003
C 1.419 -5.766 -0.758 2.64 1.69 -0.27 0.0002
C 1.888 -4.446 -0.437 -1.56 -0.70 -0.09 -0.0012
N -0.362 -7.378 -1.149 -1.06 -2.66 -0.61 0.0000
O -1.609 -7.503 -1.241 2.86 0.05 0.07 0.0000
O 0.477 -8.285 -1.405 -2.12 2.50 0.61 0.0000
H 1.242 -2.564 0.475 0.26 0.21 -0.28 0.0072
H -0.979 -3.292 0.929 -0.16 -0.11 0.05 0.0024
H -1.782 -5.574 0.164 -0.06 0.13 -0.03 0.0003
H 2.186 -6.473 -1.038 -0.32 -0.26 -0.42 0.0001
H 2.895 -4.109 -0.631 0.19 -0.46 0.00 -0.0001
```
Positions in Å, forces in eV/Å.

Its spin multiplicity is 2. As for the net charge: +1. The calculation puts the calculated total energy at -1435.354108 a.u.

---

A 3-piece molecular cluster, C38H43BrF25N4O7 overall at a distorted geometry, computed with the ωB97M-V functional and the def2-TZVPD basis.

```
118
Properties=species:S:1:pos:R:3:forces:R:3:lowdin_charge:R:1
C -0.929 -2.147 -1.460 -0.34 0.04 0.19 -0.0610
C -0.934 -1.112 -2.587 0.24 -0.70 0.65 -0.1167
C 0.429 -0.689 -3.031 0.08 -0.28 -0.11 -0.4683
O 0.771 -0.661 -4.164 0.24 0.30 -0.68 0.1808
O 1.315 -0.307 -2.030 -0.69 0.44 0.64 -0.0261
C 1.808 1.026 -2.191 0.57 -0.49 0.07 -0.1292
C 1.508 1.848 -0.952 -0.47 -0.17 -1.05 -0.0794
N 2.169 1.250 0.248 -0.16 -0.14 -0.10 0.0432
C 1.194 0.478 1.096 -0.02 0.33 0.35 -0.1525
C 0.117 1.351 1.748 -0.15 -0.38 0.16 -0.0686
C -1.258 1.241 1.085 0.22 0.73 -0.35 -0.1957
O -2.215 1.042 2.095 0.02 -0.14 0.04 -0.0824
C -3.535 1.359 1.746 -0.14 0.02 0.15 -0.0868
C -4.253 0.222 1.039 -0.08 0.10 -0.02 -0.3877
F -3.502 -0.226 -0.004 -0.01 0.04 0.00 0.1099
F -5.393 0.726 0.508 0.05 -0.09 0.07 0.1269
C -4.577 -1.004 1.968 0.30 -0.19 0.02 -0.3331
F -3.904 -2.080 1.511 -0.17 0.14 -0.01 0.1469
F -4.132 -0.756 3.225 -0.06 0.08 -0.15 0.1471
C -6.077 -1.340 2.079 0.09 -0.24 0.08 -0.3752
F -6.529 -1.685 0.850 -0.02 0.07 0.07 0.1380
F -6.733 -0.242 2.513 -0.03 -0.11 -0.13 0.1477
C -6.432 -2.501 3.038 -0.44 0.19 -0.06 -0.2929
F -5.601 -3.543 2.873 0.13 0.01 0.05 0.1167
F -6.380 -2.070 4.311 0.21 -0.07 0.03 0.1111
C 2.017 -0.443 2.032 0.09 -0.11 -0.62 -0.1623
C 2.116 -1.851 1.387 -0.05 -0.25 0.39 -0.2877
F 3.219 -1.896 0.551 0.07 0.10 -0.18 0.0305
C 2.122 -3.029 2.340 0.28 -0.46 -0.74 -0.1701
C 1.982 -4.336 1.543 0.22 0.49 -0.04 -0.0665
N 3.359 0.092 2.216 0.44 -0.10 0.50 0.0292
C 4.205 -0.676 3.126 -0.19 -0.02 -0.22 -0.2949
C 3.749 -1.001 4.403 0.63 -0.20 0.08 -0.0158
C 4.590 -1.750 5.230 0.30 0.28 -0.98 -0.0291
C 5.833 -2.118 4.710 -0.25 0.01 0.18 -0.0409
C 6.184 -1.754 3.413 -0.70 0.29 0.30 -0.0942
N 5.375 -1.039 2.622 0.04 -0.15 0.34 0.1590
C 3.442 1.530 2.399 -0.80 -0.24 -0.04 -0.3774
C 2.698 2.034 3.624 0.24 -0.02 0.53 0.0392
O 4.864 1.787 2.545 0.13 -0.23 0.09 0.0764
C 5.154 2.960 2.996 -0.41 -1.01 -0.52 -0.3378
N 5.347 4.027 3.349 0.39 1.36 0.51 0.2211
C 3.079 2.160 1.032 0.49 0.48 0.15 -0.1572
C 2.691 3.634 1.056 -0.18 -0.39 -0.64 -0.0997
C 3.399 4.542 0.054 -0.05 -0.48 0.30 -0.7621
O 3.375 5.701 0.183 -0.01 1.21 -0.03 0.1027
Br 4.341 3.760 -1.450 0.09 -0.11 -0.04 0.9102
H -1.866 -2.114 -0.912 -0.21 0.02 0.02 0.0667
H -0.148 -1.966 -0.735 0.28 0.04 0.08 0.0362
H -0.833 -3.158 -1.835 0.23 -0.13 -0.13 0.0891
H -1.403 -1.551 -3.455 -0.29 0.22 -0.24 0.1266
H -1.490 -0.237 -2.256 -0.02 0.25 -0.13 0.1184
H 1.364 1.481 -3.070 0.02 0.21 -0.10 0.1463
H 2.888 0.981 -2.333 0.13 0.01 -0.18 0.1325
H 1.840 2.852 -1.174 0.22 0.12 0.33 0.0834
H 0.430 1.877 -0.839 -0.12 -0.01 0.50 0.1346
H 2.782 0.508 -0.109 0.19 0.03 0.07 0.1812
H 0.686 -0.154 0.382 -0.03 -0.20 -0.21 0.1165
H 0.386 2.396 1.850 0.21 0.11 0.02 0.1161
H -0.027 0.987 2.761 -0.04 -0.05 0.16 0.1217
H -1.472 2.186 0.573 -0.16 0.05 -0.12 0.1313
H -1.272 0.469 0.315 -0.08 -0.30 0.10 0.1110
H -3.621 2.237 1.105 0.20 0.06 -0.19 0.1490
H -4.065 1.583 2.665 -0.11 0.00 0.14 0.1510
H -7.452 -2.817 2.812 -0.10 -0.05 -0.02 0.1763
H 1.440 -0.565 2.951 -0.02 0.08 0.20 0.1429
H 1.258 -2.006 0.738 -0.28 0.16 -0.09 0.1149
H 3.073 -3.085 2.858 -0.03 0.22 0.44 0.1050
H 1.293 -2.913 3.032 -0.03 0.08 0.26 0.1240
H 1.618 -5.141 2.167 -0.04 -0.19 0.04 0.0782
H 2.951 -4.598 1.134 0.15 -0.22 -0.01 0.0813
H 1.332 -4.202 0.683 -0.35 -0.10 0.00 0.0710
H 2.780 -0.682 4.747 -0.17 0.03 0.05 0.1135
H 4.290 -2.031 6.225 -0.02 -0.02 0.15 0.1130
H 6.530 -2.682 5.310 0.05 -0.08 0.04 0.1081
H 7.141 -2.041 3.010 0.12 -0.01 -0.15 0.1122
H 2.548 3.105 3.686 0.05 0.16 -0.14 0.0946
H 3.276 1.755 4.501 0.13 -0.03 0.11 0.1091
H 1.737 1.555 3.752 -0.18 -0.09 -0.22 0.0817
H 4.024 2.111 0.501 0.06 -0.19 -0.20 0.1141
H 1.634 3.784 0.852 -0.17 0.07 0.07 0.1286
H 2.889 4.116 2.004 0.10 -0.08 0.24 0.1170
C 7.254 3.378 -4.597 0.02 0.57 0.32 -0.0467
C 6.798 1.974 -4.167 -0.13 0.05 -0.51 -0.4310
C 7.872 0.931 -3.845 0.02 -0.15 0.20 -0.3066
F 8.631 0.661 -4.918 -0.03 0.05 -0.04 0.1099
F 7.251 -0.212 -3.465 0.01 0.05 0.00 0.0954
F 5.919 1.481 -5.060 0.03 -0.04 0.05 0.1401
F 6.109 2.142 -2.986 0.18 -0.03 0.01 -0.0223
O 7.254 3.677 -5.975 -0.13 -0.57 -0.14 0.0519
C 8.335 3.405 -6.779 0.01 0.30 0.25 -0.5440
C 7.984 2.390 -7.871 -0.05 -0.09 -0.17 -0.2862
F 7.538 1.241 -7.324 0.04 0.01 0.03 0.1003
F 9.095 2.123 -8.586 0.01 0.00 0.00 0.1093
F 9.408 3.024 -6.066 -0.03 -0.11 -0.01 0.1557
F 8.657 4.551 -7.409 0.06 0.07 -0.05 0.1538
H 6.496 4.048 -4.192 -0.04 -0.03 0.01 0.1384
H 8.193 3.658 -4.119 0.10 -0.22 -0.03 0.1507
H 8.507 1.275 -3.024 0.00 0.02 -0.03 0.1750
H 7.213 2.798 -8.528 0.01 0.03 0.01 0.1769
C -9.693 -1.700 -1.310 0.63 -0.07 -0.20 -0.0428
C -10.555 -0.478 -0.952 -0.35 -0.30 -0.26 -0.4416
C -10.757 -0.151 0.529 0.04 0.22 0.12 -0.3086
F -11.389 -1.148 1.177 0.02 -0.07 -0.06 0.0992
F -11.518 0.962 0.625 0.03 -0.04 -0.01 0.1029
F -11.746 -0.559 -1.576 0.01 0.01 0.08 0.1418
F -9.896 0.602 -1.467 0.15 0.05 0.08 0.1004
O -10.347 -2.910 -1.640 -0.52 0.23 0.20 0.0538
C -10.717 -3.821 -0.686 0.38 0.06 -0.15 -0.5441
C -12.236 -4.009 -0.633 -0.19 -0.07 -0.01 -0.2864
F -12.851 -2.840 -0.377 0.05 0.01 0.05 0.1053
F -12.528 -4.875 0.361 0.00 -0.01 0.00 0.1037
F -10.206 -3.522 0.525 -0.08 0.05 0.03 0.1422
F -10.195 -5.011 -1.051 0.04 -0.10 0.03 0.1462
H -9.195 -1.419 -2.236 -0.05 0.04 -0.04 0.1497
H -8.901 -1.857 -0.577 -0.14 0.04 0.18 0.1310
H -9.794 0.042 1.013 0.00 -0.03 -0.02 0.1672
H -12.597 -4.405 -1.584 0.03 -0.01 0.00 0.1774
```
Positions in Å, forces in eV/Å.

As for the net charge: +1. The calculation puts the calculated total energy at -7289.884769 a.u. The relative energy (zero: lowest compared OMol25 entry of this formula, charge and spin) is 0.0 kcal per mole.

---

C36H30N4O4PdS4 as an isolated structure, computed with the ωB97M-V functional and the def2-TZVPD basis.

```
79
Properties=species:S:1:pos:R:3:forces:R:3:lowdin_charge:R:1
Pd 1.208 -2.519 -2.072 -0.15 -0.72 0.36 1.2049
O 4.387 -3.401 -3.851 0.01 0.02 0.02 -0.1524
S 3.117 -3.134 -3.321 -0.24 -0.50 -0.34 0.4056
O 2.021 -2.602 -4.180 0.08 -0.17 0.13 -0.3370
O 2.421 -4.179 -2.462 0.31 0.35 -0.20 -0.3248
O 3.100 -2.010 -2.206 -0.09 0.50 0.29 -0.3317
N 0.974 -2.891 -0.202 -0.12 -0.05 -0.31 -0.3155
S 0.676 -1.950 0.950 0.35 -0.10 0.08 0.8679
N -0.693 -1.121 0.962 -0.17 -0.26 0.30 -0.3632
S -0.851 0.382 0.648 -0.09 0.38 -0.30 0.9121
N -0.148 0.948 -0.620 0.07 0.02 -0.09 -0.3512
S -0.298 0.207 -2.058 -0.19 -0.42 0.27 0.8555
N -0.284 -1.308 -2.087 0.30 0.86 -0.25 -0.3627
C -1.847 0.712 -2.729 0.01 0.06 -0.07 -0.3212
C -1.968 2.003 -3.228 -0.06 -0.02 0.04 -0.0463
C -3.208 2.409 -3.696 0.04 0.02 -0.01 -0.0394
C -4.287 1.536 -3.657 -0.02 -0.02 0.01 -0.0367
C -4.140 0.247 -3.158 -0.01 0.00 -0.02 -0.0406
C -2.909 -0.183 -2.691 0.04 0.00 -0.01 -0.0599
C 0.995 1.004 -2.938 -0.02 0.02 -0.08 -0.3397
C 1.565 2.194 -2.488 0.05 -0.04 0.02 -0.0682
C 2.563 2.771 -3.254 0.00 -0.02 -0.01 -0.0390
C 2.973 2.166 -4.438 0.01 0.01 0.00 -0.0234
C 2.387 0.985 -4.872 -0.02 -0.02 -0.01 -0.0230
C 1.380 0.393 -4.126 -0.01 0.10 -0.03 -0.0598
C -0.256 1.431 1.924 -0.01 0.04 0.06 -0.3176
C 0.777 2.327 1.694 -0.03 0.02 -0.01 -0.0554
C 1.217 3.104 2.754 0.00 -0.01 0.01 -0.0380
C 0.634 2.971 4.007 -0.01 0.00 0.00 -0.0271
C -0.400 2.064 4.218 0.00 0.00 0.00 -0.0320
C -0.859 1.285 3.171 0.02 0.00 -0.02 -0.0487
C -2.594 0.589 0.596 -0.05 0.00 0.02 -0.3313
C -3.452 -0.463 0.884 0.01 0.00 -0.04 -0.0474
C -4.818 -0.231 0.800 -0.01 0.00 0.00 -0.0348
C -5.292 1.020 0.433 0.00 0.01 0.00 -0.0290
C -4.412 2.060 0.146 0.00 0.00 0.00 -0.0362
C -3.048 1.854 0.231 0.01 -0.01 0.01 -0.0544
C 0.497 -3.041 2.315 0.00 -0.07 0.06 -0.3331
C -0.465 -2.799 3.287 -0.01 0.01 -0.04 -0.0644
C -0.539 -3.664 4.367 0.00 -0.01 0.00 -0.0403
C 0.334 -4.740 4.457 0.00 0.00 0.00 -0.0282
C 1.289 -4.965 3.473 0.00 0.00 0.01 -0.0289
C 1.383 -4.113 2.386 -0.01 0.05 0.01 -0.0402
C 1.991 -0.830 1.376 0.07 -0.02 0.05 -0.3102
C 2.735 -0.237 0.364 -0.02 -0.01 -0.01 -0.0755
C 3.769 0.618 0.713 0.01 0.00 0.02 -0.0371
C 4.054 0.860 2.051 0.01 -0.01 -0.04 -0.0367
C 3.305 0.253 3.051 -0.01 0.01 0.01 -0.0405
C 2.263 -0.598 2.720 0.00 -0.01 0.01 -0.0473
H -1.118 2.671 -3.268 0.01 0.01 0.00 0.1190
H -3.327 3.403 -4.105 0.01 0.00 0.00 0.1222
H -5.248 1.858 -4.035 0.00 0.00 0.00 0.1224
H -4.982 -0.431 -3.150 0.00 -0.01 0.00 0.1231
H -2.763 -1.189 -2.323 -0.02 0.00 0.01 0.1131
H 1.235 2.650 -1.566 0.00 0.00 -0.03 0.0978
H 3.021 3.695 -2.929 0.00 0.01 0.00 0.1206
H 3.755 2.624 -5.029 0.00 0.00 0.00 0.1245
H 2.709 0.521 -5.794 0.00 0.00 0.00 0.1294
H 0.918 -0.522 -4.467 -0.03 -0.01 0.01 0.1023
H 1.230 2.403 0.716 -0.01 0.01 0.03 0.0965
H 2.018 3.814 2.601 0.00 0.00 0.00 0.1247
H 0.981 3.584 4.827 0.00 0.00 0.00 0.1242
H -0.857 1.976 5.194 0.00 0.00 0.00 0.1237
H -1.681 0.595 3.316 0.00 -0.01 0.00 0.1213
H -3.064 -1.435 1.151 0.00 0.00 0.00 0.1123
H -5.510 -1.031 1.022 0.00 0.00 0.00 0.1232
H -6.358 1.191 0.371 0.00 0.00 0.00 0.1241
H -4.791 3.032 -0.138 0.00 0.00 0.00 0.1246
H -2.351 2.653 0.012 0.00 0.01 0.00 0.1280
H -1.144 -1.965 3.193 0.00 0.00 0.02 0.0960
H -1.283 -3.501 5.134 0.00 0.00 0.00 0.1204
H 0.267 -5.413 5.302 0.00 0.00 0.00 0.1235
H 1.960 -5.808 3.549 0.00 0.00 0.00 0.1246
H 2.115 -4.277 1.609 0.00 -0.01 -0.01 0.1207
H 2.544 -0.445 -0.678 0.00 0.02 0.03 0.0697
H 4.368 1.074 -0.064 0.00 0.00 -0.01 0.1232
H 4.877 1.510 2.315 0.00 0.00 0.01 0.1231
H 3.540 0.430 4.091 0.00 0.00 0.00 0.1249
H 1.691 -1.085 3.499 0.01 0.00 0.00 0.1207
```
Positions in Å, forces in eV/Å.

As for the net charge: +2. The calculation puts the calculated total energy at -3629.556041 a.u.

---

- Number 3 is which compound?
  C36H30N4O4PdS4

---

- Among the records above, which one has the lowest calculated total energy?
  C38H43BrF25N4O7

---

- The highest calculated total energy belongs to which entry?
  C15H27HgN4O6Rb